Entry 1:
# C5H8N

2 unconnected molecules or ions with the total composition C5H8N in a non-equilibrium geometry (ωB97M-V/def2-TZVPD, the OMol25 dataset).

Last column: Mulliken charge in e.
Geometry (Å):
C  -1.48665  -1.65721  0.31574  -0.146
C  -1.03243  1.49171  -0.83620  -0.556
C  -1.23239  0.85170  0.46587  -0.187
C  -0.04327  0.37862  -0.23638  0.124
C  3.10575  -0.42666  0.18696  -0.721
N  -1.02342  -0.50004  0.16714  0.160
H  -0.98738  -2.49610  -0.01830  0.318
H  -2.51067  -1.66162  0.72704  0.270
H  -1.72627  1.31958  -1.56657  0.271
H  -0.67802  2.54423  -0.96332  0.262
H  -1.48261  1.26275  1.36553  0.407
H  2.33215  0.17172  0.83615  0.197
H  3.66388  0.18682  -0.63545  0.268
H  3.10132  -1.46550  0.19180  0.334

Atoms 1-6, force components in eV/Å:
-2.387 1.398 0.869
2.234 0.788 0.762
-0.039 1.023 -0.275
0.268 1.479 -1.439
-0.610 4.255 -0.617
-0.239 -0.811 -0.705

Properties
Total charge ... +1
Spin multiplicity ... 3
HOMO energy (spin up / spin down) ... -12.006 / -15.762 eV
LUMO (spin up / spin down) ... -4.88 / -7.30 eV
Kohn-Sham gap (spin up / spin down) ... 7.13 / 8.47 eV


Entry 2:
# H12NaO6

A molecular structure, H12NaO6 in a non-equilibrium geometry (ωB97M-V/def2-TZVPD, the OMol25 dataset).

Last column: Mulliken charge in e.
Geometry (Å):
Na  -0.04100  -0.05227  -0.02749  1.011
O  -1.31039  -0.89892  1.20341  -0.619
H  -0.78311  -1.65838  1.45125  0.312
H  -1.44549  -0.42286  2.02277  0.306
O  0.98168  -1.30743  0.41625  -0.518
H  1.32272  -1.81805  -0.31804  0.267
H  1.52221  -1.56864  1.16179  0.251
O  -0.92290  -0.75998  -1.41769  -0.632
H  -1.13490  -0.03531  -2.00602  0.327
H  -0.56095  -1.43609  -1.99048  0.308
O  1.16710  0.59955  -1.43410  -0.555
H  1.97331  1.11555  -1.43699  0.251
H  1.22596  0.05799  -2.22117  0.284
O  0.70894  0.93715  1.34954  -0.482
H  1.28851  1.66404  1.12156  0.247
H  0.66636  0.95495  2.30563  0.235
O  -1.30830  1.28356  -0.21999  -0.579
H  -2.23476  1.16415  -0.01108  0.303
H  -1.11496  2.18107  0.05082  0.282

Atoms 1-6, force components in eV/Å:
-1.628 3.924 -0.316
-1.868 -0.853 1.875
-0.150 -0.422 0.060
-0.386 0.020 0.323
5.300 -6.626 1.886
0.341 -0.460 -0.139

Properties
Total charge ... +1
HOMO energy ... -15.071 eV
LUMO ... -3.45 eV
Kohn-Sham gap ... 11.62 eV


In the order shown, the computed energy above the lowest of the compared OMol25 structures with the same formula, charge and spin values come out to 139.8 131.0 kcal per mole.